No. 1
Molecular formula: C22H45AlF2NO11S
Method: DFT, wB97M-V/def2-TZVPD

Calculated values
- 2S+1 = 1
- HOMO energy (eV) = -5.695
- net charge = -1

Last column: Löwdin charge in e.
Positions of all 83 atoms, in Å:
C1 2.741 -2.495 4.965  -0.140
Al1 1.410 -1.007 4.953  0.161
F1 1.228 -0.406 6.565  -0.221
O1 1.905 0.342 3.787  -0.183
N1 1.242 1.510 4.060  -0.148
O2 1.683 2.044 5.026  -0.001
S1 -0.729 -1.828 4.427  0.600
O3 -0.903 -3.015 5.220  -0.375
O4 -0.902 -2.100 3.025  -0.375
F2 -1.792 -0.664 4.952  -0.299
H1 3.179 -2.604 3.981  -0.033
H2 3.467 -2.259 5.744  0.005
H3 2.212 -3.393 5.298  -0.004
C2 1.847 1.751 -0.016  -0.023
C3 0.549 2.197 0.618  -0.482
O5 0.415 2.220 1.816  0.062
C4 -0.568 2.607 -0.310  -0.026
H4 2.554 1.485 0.768  0.070
H5 1.673 0.877 -0.647  0.084
H6 2.268 2.560 -0.616  0.079
H7 -0.849 1.776 -0.954  0.057
H8 -0.255 3.455 -0.923  0.085
H9 -1.433 2.901 0.283  0.077
C5 6.306 -2.230 0.898  -0.020
C6 5.027 -1.768 1.556  -0.493
O6 4.913 -1.744 2.757  0.074
C7 3.894 -1.340 0.655  -0.019
H10 7.024 -2.507 1.668  0.065
H11 6.110 -3.102 0.271  0.083
H12 6.729 -1.427 0.292  0.082
H13 3.591 -2.171 0.015  0.086
H14 4.207 -0.496 0.038  0.080
H15 3.044 -1.035 1.265  0.079
C8 -4.124 1.195 -4.021  -0.036
C9 -3.285 1.410 -2.791  -0.487
O7 -2.077 1.506 -2.859  0.045
C10 -4.011 1.500 -1.471  -0.005
H16 -3.477 1.149 -4.895  0.082
H17 -4.670 0.255 -3.942  0.054
H18 -4.822 2.026 -4.143  0.082
H19 -4.555 0.574 -1.282  0.091
H20 -4.708 2.340 -1.486  0.088
H21 -3.295 1.655 -0.667  0.067
C11 -2.813 4.573 -5.286  -0.019
C12 -3.484 4.205 -6.585  -0.507
O8 -4.580 3.695 -6.610  0.059
C13 -2.727 4.503 -7.857  -0.028
H22 -3.465 4.305 -4.457  0.076
H23 -1.872 4.030 -5.183  0.091
H24 -2.629 5.649 -5.256  0.085
H25 -1.782 3.958 -7.865  0.085
H26 -2.533 5.574 -7.934  0.082
H27 -3.321 4.190 -8.712  0.078
C14 -5.716 -1.470 -7.023  -0.017
C15 -4.913 -2.127 -5.927  -0.487
O9 -4.676 -1.553 -4.891  0.060
C16 -4.418 -3.530 -6.181  -0.022
H28 -6.006 -0.470 -6.709  0.082
H29 -5.117 -1.395 -7.932  0.085
H30 -6.618 -2.052 -7.225  0.084
H31 -3.762 -3.543 -7.053  0.084
H32 -5.263 -4.200 -6.346  0.084
H33 -3.858 -3.877 -5.315  0.083
C17 -5.315 2.821 4.829  -0.032
C18 -4.057 2.890 3.995  -0.505
O10 -4.100 2.787 2.790  0.057
C19 -2.759 3.091 4.733  -0.013
H34 -6.174 2.675 4.177  0.074
H35 -5.254 1.984 5.526  0.084
H36 -5.447 3.752 5.383  0.078
H37 -2.592 2.264 5.426  0.087
H38 -2.786 4.038 5.277  0.082
H39 -1.937 3.120 4.020  0.081
C20 8.996 -6.418 3.837  -0.029
C21 8.940 -4.949 3.490  -0.509
O11 9.365 -4.534 2.436  0.058
C22 8.330 -4.024 4.513  -0.021
H40 9.455 -6.965 3.016  0.077
H41 9.592 -6.566 4.738  0.081
H42 7.987 -6.801 3.997  0.085
H43 8.899 -4.070 5.444  0.083
H44 7.293 -4.304 4.702  0.092
H45 8.353 -3.003 4.137  0.079

=====

No. 2
Molecular formula: C21H41Br3F12N2NaO28S10
Method: DFT, wB97M-V/def2-TZVPD

Calculated values
- ΔE to the lowest compared entry with this formula, charge and spin (kJ/mol) = 0.0
- 2S+1 = 1
- HOMO energy (eV) = -8.444
- net charge = -1

Last column: Löwdin charge in e.
Positions of all 118 atoms, in Å:
Na1 1.679 0.458 2.604  0.521
C1 1.046 -1.702 5.242  -0.550
F1 0.765 -0.503 5.706  0.150
F2 0.682 -2.611 6.279  0.086
F3 0.416 -1.916 4.077  0.106
S1 2.864 -2.065 4.661  0.685
O1 3.618 -2.302 5.886  -0.279
O2 2.739 -3.252 3.850  -0.285
N1 3.357 -0.792 3.603  -0.353
S2 4.903 -0.954 3.702  0.627
O3 5.580 -0.365 4.907  -0.333
O4 5.552 -2.257 3.306  -0.313
C2 5.513 0.356 2.335  -0.546
F4 5.089 1.641 2.693  0.061
F5 6.859 0.341 2.245  0.133
F6 5.003 0.038 1.131  0.093
C3 -1.629 1.214 2.932  -0.597
F7 -0.893 0.484 3.756  0.121
F8 -2.877 1.439 3.422  0.130
F9 -0.933 2.352 2.705  0.110
S3 -1.702 0.305 1.223  0.762
O5 -2.706 -0.753 1.613  -0.320
O6 -2.235 1.356 0.334  -0.323
N2 0.003 -0.058 1.059  -0.328
S4 -0.104 -1.119 -0.006  0.513
O7 -0.394 -2.438 0.608  -0.302
O8 -0.847 -0.760 -1.180  -0.296
C4 1.835 -1.008 -0.605  -0.648
F10 2.730 -1.143 0.352  0.138
F11 2.033 -1.929 -1.470  0.182
F12 2.086 0.197 -1.194  0.103
O9 -1.614 1.938 -4.478  -0.299
S5 -2.105 3.261 -4.253  0.682
O10 -1.347 4.502 -4.578  -0.307
O11 -3.587 3.437 -4.965  -0.272
C5 -3.875 2.745 -6.160  -0.285
C6 -4.782 1.552 -5.992  -0.073
C7 -2.653 3.234 -2.523  -0.090
H1 -2.976 2.340 -6.626  0.115
H2 -4.308 3.534 -6.775  0.126
H3 -4.835 0.873 -6.842  0.081
H4 -5.783 1.815 -5.649  0.076
H5 -4.491 0.788 -5.271  0.067
H6 -3.739 3.159 -2.561  0.067
H7 -2.448 4.263 -2.227  0.063
H8 -2.117 2.495 -1.927  0.054
O12 5.299 -1.107 -6.940  -0.290
S6 5.761 -1.275 -5.562  0.653
O13 7.119 -0.950 -5.181  -0.299
O14 4.658 -0.673 -4.505  -0.271
C8 4.719 -0.883 -3.106  -0.313
C9 5.547 0.129 -2.579  -0.093
C10 5.582 -3.056 -5.253  -0.105
H9 5.077 -1.859 -2.777  0.132
H10 3.736 -0.674 -2.683  0.100
H11 5.383 1.098 -3.051  0.103
H12 6.589 -0.165 -2.706  0.090
H13 5.251 0.292 -1.543  0.078
H14 4.512 -3.259 -5.205  0.063
H15 6.124 -3.286 -4.336  0.058
H16 6.109 -3.502 -6.097  0.069
O15 2.208 -1.920 -5.482  -0.316
S7 1.612 -0.834 -6.280  0.671
O16 2.280 -0.421 -7.512  -0.288
O17 0.060 -1.227 -6.633  -0.241
C11 -0.575 -2.175 -5.788  -0.296
C12 -0.948 -1.694 -4.407  -0.065
C13 1.510 0.584 -5.176  -0.100
H17 -0.122 -3.166 -5.753  0.118
H18 -1.467 -2.438 -6.357  0.118
H19 -0.077 -1.723 -3.753  0.058
H20 -1.673 -2.394 -3.991  0.064
H21 -1.136 -0.621 -4.423  0.067
H22 1.466 0.286 -4.128  0.065
H23 0.594 1.118 -5.429  0.045
H24 2.332 1.240 -5.465  0.076
O18 -2.517 5.651 8.084  -0.301
S8 -3.659 5.199 7.334  0.688
O19 -4.842 6.013 6.988  -0.292
O20 -3.125 4.318 6.015  -0.285
C14 -1.793 3.981 5.716  -0.274
C15 -1.594 2.574 6.260  -0.055
C16 -4.318 3.806 8.334  -0.104
H25 -1.142 4.741 6.151  0.116
H26 -1.578 4.001 4.648  0.108
H27 -2.301 1.840 5.874  0.068
H28 -1.711 2.764 7.327  0.070
H29 -0.546 2.304 6.126  0.079
H30 -3.616 3.015 8.597  0.067
H31 -5.192 3.518 7.749  0.047
H32 -4.776 4.277 9.204  0.064
C17 -4.411 -2.394 -0.754  -1.469
Br1 -3.426 -3.900 -1.644  0.551
Br2 -6.194 -2.764 -0.012  0.531
Br3 -4.574 -0.720 -1.855  0.511
H33 -3.750 -2.186 0.087  -0.071
C18 2.736 -4.796 0.446  -0.179
C19 3.966 -4.544 1.322  -0.251
O21 5.052 -4.997 0.666  -0.170
S9 4.714 -5.849 -0.749  0.779
O22 5.259 -7.214 -0.727  -0.252
O23 5.010 -4.988 -1.894  -0.265
O24 3.099 -5.860 -0.381  -0.186
H34 2.506 -3.892 -0.117  0.101
H35 1.811 -4.940 1.004  0.142
H36 3.891 -5.124 2.242  0.130
H37 4.056 -3.506 1.645  0.102
C20 -6.243 1.101 2.464  -0.164
C21 -5.477 2.338 1.930  -0.171
O25 -5.019 2.934 3.114  -0.225
S10 -5.778 2.556 4.545  0.764
O26 -6.532 3.675 5.167  -0.249
O27 -4.858 1.809 5.362  -0.246
O28 -6.809 1.500 3.711  -0.208
H38 -5.413 0.418 2.642  0.117
H39 -7.027 0.668 1.843  0.136
H40 -6.160 2.979 1.372  0.127
H41 -4.620 2.058 1.317  0.115

=====

No. 3
Molecular formula: C5H14N2S
Method: DFT, wB97M-V/def2-TZVPD

Calculated values
- ΔE to the lowest compared entry with this formula, charge and spin (kJ/mol) = 96.4
- 2S+1 = 1
- SMILES = C=C(C)N.NCCS
- HOMO energy (eV) = -7.770
- net charge = 0

Last column: Löwdin charge in e.
Positions of all 22 atoms, in Å:
C1 -3.033 1.064 -1.557  0.014
C2 -1.945 0.853 -0.753  -0.445
C3 -1.653 1.694 0.449  -0.083
N1 -1.112 -0.245 -1.086  0.012
H1 -3.293 0.404 -2.357  0.036
H2 -3.624 1.935 -1.352  0.035
H3 -2.149 2.691 0.422  0.085
H4 -2.037 1.171 1.343  0.078
H5 -0.560 1.855 0.626  0.069
H6 -0.088 -0.056 -1.079  0.036
H7 -1.311 -0.675 -1.947  0.065
N2 1.822 0.382 -1.000  -0.031
C4 2.483 -0.812 -0.366  -0.304
C5 2.087 -0.863 1.133  -0.567
S1 0.345 -1.022 1.600  0.726
H8 2.221 0.446 -1.942  0.083
H9 2.123 1.204 -0.515  0.066
H10 2.204 -1.674 -0.979  0.108
H11 3.597 -0.701 -0.376  0.109
H12 2.572 -0.048 1.658  0.055
H13 2.627 -1.796 1.499  0.079
H14 -0.403 -0.981 0.564  -0.225

=====

No. 4
Molecular formula: C27H33CoN7O6
Method: DFT, wB97M-V/def2-TZVPD

Calculated values
- ΔE to the lowest compared entry with this formula, charge and spin (kJ/mol) = 28.7
- 2S+1 = 1
- HOMO energy (spin up / spin down) (eV) = -9.599 / -9.598
- net charge = +1

Last column: Löwdin charge in e.
Positions of all 74 atoms, in Å:
Co1 0.856 -1.697 -1.073  0.736
C1 -3.252 -1.437 -3.244  -0.042
N1 -1.869 -1.547 -2.811  0.056
C2 -1.143 -2.663 -2.854  -0.543
N2 -1.678 -3.777 -3.382  0.219
O1 0.048 -2.716 -2.424  -0.050
H1 -3.656 -0.504 -2.864  0.097
H2 -3.845 -2.258 -2.840  0.091
H3 -3.341 -1.428 -4.332  0.096
H4 -1.385 -0.709 -2.511  0.097
H5 -2.486 -3.735 -3.977  0.109
H6 -1.068 -4.572 -3.472  0.130
N3 -0.765 -1.833 -0.012  0.201
C3 -1.201 -2.028 1.042  -0.168
N4 -1.731 -2.200 2.217  -0.053
C4 -1.115 -3.130 3.193  -0.073
C5 -1.899 -4.427 3.184  -0.175
O2 -3.273 -4.182 3.429  -0.111
C6 -3.858 -3.357 2.439  -0.178
C7 -3.186 -1.997 2.410  -0.093
H7 -1.181 -2.656 4.171  0.140
H8 -0.068 -3.283 2.939  0.141
H9 -1.550 -5.085 3.977  0.137
H10 -1.772 -4.935 2.219  0.132
H11 -4.911 -3.254 2.692  0.137
H12 -3.773 -3.833 1.453  0.132
H13 -3.319 -1.487 3.363  0.140
H14 -3.576 -1.370 1.611  0.130
C8 -3.291 2.983 3.035  -0.047
C9 -1.802 3.127 2.839  -0.231
C10 -1.100 4.056 3.595  -0.054
C11 0.264 4.213 3.422  -0.070
C12 0.944 3.427 2.510  -0.032
C13 0.256 2.480 1.756  -0.188
N5 0.957 1.599 0.897  0.112
C14 2.197 1.845 0.313  -0.191
C15 2.544 3.137 -0.100  -0.024
C16 3.771 3.392 -0.682  -0.066
C17 4.704 2.371 -0.850  -0.082
C18 4.376 1.095 -0.437  -0.034
C19 3.131 0.814 0.126  -0.089
C20 2.889 -0.584 0.572  -0.491
O3 3.719 -1.249 1.122  0.149
O4 1.624 -1.069 0.382  -0.154
C21 -1.126 2.340 1.897  -0.157
C22 -1.887 1.357 1.037  -0.028
H15 -3.607 3.498 3.940  0.078
H16 -3.592 1.936 3.118  0.071
H17 -3.843 3.418 2.197  0.089
H18 -1.627 4.654 4.329  0.110
H19 0.808 4.932 4.021  0.108
H20 2.018 3.510 2.411  0.113
H21 0.599 0.667 0.793  0.097
H22 1.818 3.931 0.018  0.122
H23 4.005 4.398 -1.008  0.110
H24 5.675 2.574 -1.285  0.105
H25 5.091 0.285 -0.515  0.120
H26 -1.391 1.205 0.079  0.058
H27 -2.894 1.721 0.833  0.080
H28 -1.989 0.384 1.539  0.055
C23 4.470 -0.610 -3.682  0.030
N6 3.144 -0.052 -3.395  -0.013
C24 2.696 1.158 -3.904  -0.007
C25 1.485 1.659 -3.622  0.047
C26 0.571 0.950 -2.730  -0.448
O5 -0.557 1.289 -2.438  0.058
N7 1.130 -0.228 -2.243  0.142
C27 2.317 -0.705 -2.571  -0.486
O6 2.566 -1.826 -2.009  0.040
H29 5.006 0.086 -4.320  0.099
H30 4.373 -1.570 -4.184  0.105
H31 5.018 -0.757 -2.755  0.093
H32 3.393 1.666 -4.554  0.138
H33 1.145 2.593 -4.042  0.126